(1)
Here is C29H42ClFI2N4O20 as an isolated structure from the Open Molecules 2025 dataset. Energies are from ωB97M-V/def2-TZVPD.

Geometry as ORCA input:
```
! wB97M-V def2-TZVPD RIJCOSX def2/J DEFGRID3
* xyz 0 1
I -4.32 4.57 -0.20
I -1.09 5.93 -0.02
Cl 1.66 4.85 -4.26
F 1.49 0.17 -4.21
O 2.50 -0.69 0.00
O 0.55 0.30 -0.49
O 2.71 -5.47 5.37
O -2.49 -4.68 -0.41
O -0.78 -5.57 0.75
O -8.81 2.00 -0.67
O 5.15 6.06 -0.71
O 3.90 7.65 0.28
O -0.58 -5.13 -1.45
O -0.70 0.08 -4.18
O -7.19 2.73 -2.06
O -1.86 6.22 -4.49
O 5.90 8.18 -0.54
O -6.68 1.95 -0.01
O 1.37 -12.71 6.33
O 0.94 -10.50 6.45
O 2.73 -11.33 7.48
O 0.60 -1.74 0.44
O 2.82 -7.14 3.86
O 0.84 -6.35 4.50
N 2.46 4.82 -1.21
N 1.11 3.31 0.06
N -1.14 4.08 -4.99
N 3.19 2.61 -0.89
C 5.28 9.42 -0.20
C -1.54 4.52 -1.63
C -0.37 3.10 -4.25
C 1.99 3.46 -1.08
C 1.45 -9.44 7.26
C 1.65 -11.62 6.72
C 0.57 -7.23 3.39
C 2.17 -6.24 4.64
C -1.25 -5.17 -0.27
C 0.34 2.04 -5.10
C -0.61 4.93 -2.81
C 1.63 -2.72 0.63
C 0.28 0.69 -4.46
C 5.00 7.19 -0.35
C -8.79 1.25 0.55
C 1.19 2.96 -2.32
C 4.17 8.98 0.74
C 2.87 -9.90 7.55
C -7.46 1.64 1.15
C 0.49 3.93 -3.25
C -1.30 5.19 -4.18
C -1.51 -4.79 -2.48
C 2.86 -1.85 0.78
C -3.52 3.40 -2.81
C 1.16 -0.62 -0.05
C -3.05 4.58 -1.95
C 1.85 -8.05 3.33
C -2.60 -4.07 -1.70
C -7.53 2.28 -1.02
H 4.89 9.87 -1.12
H -3.60 -4.22 -2.10
H -6.98 0.84 1.71
H 6.00 10.09 0.26
H 3.41 4.89 -0.84
H -0.16 1.95 -6.07
H 1.37 2.32 -5.31
H 3.58 -9.58 6.78
H -2.40 -3.00 -1.60
H 2.96 1.63 -0.99
H -3.27 5.53 -2.44
H 0.71 2.39 0.06
H -1.09 2.56 -3.64
H 1.41 -3.32 1.51
H 3.27 9.59 0.67
H -9.64 1.52 1.16
H 1.90 5.41 -0.60
H -7.52 2.53 1.77
H -4.60 3.32 -2.75
H -0.83 4.31 -5.93
H 2.11 -8.34 2.31
H 3.24 -9.60 8.52
H 3.77 -2.30 0.37
H 1.66 -3.36 -0.25
H -0.31 -7.82 3.58
H -1.31 3.54 -1.24
H 1.68 3.41 0.90
H -3.06 2.47 -2.49
H -3.29 3.58 -3.85
H -8.85 0.19 0.30
H 1.42 -8.49 6.73
H 0.85 -9.36 8.17
H 0.41 -6.63 2.50
H -1.87 -5.70 -2.95
H 1.80 -8.94 3.96
H -1.03 -4.16 -3.23
H -0.16 5.89 -2.56
H 4.50 8.94 1.78
H 3.91 2.86 -1.56
H 3.05 -1.54 1.81
H 0.47 2.24 -1.95
H 1.90 2.42 -2.95
*
```

**Gap between HOMO and LUMO**: 8.26 eV
**LUMO energy**: 0.25 eV

---

(2)
Here is C4H4MnO2 as an isolated structure from the Open Molecules 2025 dataset. Energies are from ωB97M-V/def2-TZVPD.

Geometry as ORCA input:
```
! wB97M-V def2-TZVPD RIJCOSX def2/J DEFGRID3
* xyz 3 7
Mn 2.36 1.84 1.08
O -2.76 0.95 -0.03
O 0.94 0.64 0.79
C -1.90 0.32 0.31
C 1.22 -1.45 -0.46
C 0.50 -0.28 0.04
C -0.80 -0.43 0.77
H 0.98 -2.34 0.13
H 0.61 -1.13 -1.47
H -1.01 -1.16 1.57
H 2.28 -1.27 -0.60
*
```

**Gap between HOMO and LUMO (spin up / spin down)**: 9.11 / 9.52 eV
**<S²>**: 12.010
**ΔE to the lowest compared entry with this formula, charge and spin**: 43.1 kcal per mole
**LUMO energy (spin up / spin down)**: -15.53 / -16.46 eV

---

(3)
Here is a 2-piece molecular cluster, CH2ClO3S overall from the Open Molecules 2025 dataset. Energies are from ωB97M-V/def2-TZVPD.

Geometry as ORCA input:
```
! wB97M-V def2-TZVPD RIJCOSX def2/J DEFGRID3
* xyz -1 1
Cl 0.92 2.49 1.91
S -0.65 -0.39 2.75
O -1.92 0.34 2.37
O -0.25 -0.07 4.14
O 2.01 0.10 2.07
C 1.00 0.66 2.01
H 2.28 2.57 0.24
H 2.66 2.73 -0.40
*
```

**Gap between HOMO and LUMO**: 7.88 eV
**ΔE to the lowest compared entry with this formula, charge and spin**: 31.4 kcal per mole
**LUMO energy**: 3.81 eV